{
  "formula": "C4H7P",
  "method": "ωB97M-V/def2-TZVPD",
  "elements": ["P", "C", "C", "C", "C", "H", "H", "H", "H", "H", "H", "H"],
  "coordinates": [[-1.26, -0.89, -1.78], [-0.56, 1.26, 1.54], [-0.85, 0.73, 0.33], [-0.23, -0.29, -0.56], [1.22, -0.72, -0.35], [-1.90, 1.08, 0.04], [-1.17, 1.94, 2.07], [0.46, 1.08, 1.95], [1.79, -0.47, -1.15], [1.63, -0.01, 0.38], [-0.49, -1.91, -2.47], [1.34, -1.78, -0.02]],
  "nbo_charge": [0.41, -0.37, -0.24, -0.36, -0.65, 0.21, 0.21, 0.18, 0.22, 0.21, -0.05, 0.23],
  "de_lowest_kj_mol": 135.71,
  "homo_energy_ev": -8.6,
  "smiles": "[H]/P=C(\\C)C=C",
  "lumo_energy_ha": -0.010,
  "spin_multiplicity": 1,
  "homo_lumo_gap_ha": 0.306,
  "energy_ev": -13547.8673
}

{
  "formula": "C5H11P",
  "method": "ωB97M-V/def2-TZVPD",
  "elements": ["P", "C", "C", "C", "C", "C", "H", "H", "H", "H", "H", "H", "H", "H", "H", "H", "H"],
  "coordinates": [[0.96, -0.36, 1.04], [0.28, -0.15, -2.26], [-0.78, -0.17, 0.33], [-1.41, -1.49, 0.14], [1.42, 1.40, 1.41], [-0.35, 0.60, -1.36], [-1.42, 0.53, 0.87], [2.26, 1.29, 2.01], [0.71, -0.66, 2.42], [-1.71, -2.13, 0.87], [0.64, 2.02, 1.74], [1.80, 1.85, 0.41], [-2.33, -1.31, -0.43], [-0.70, -2.11, -0.57], [0.37, -1.31, -2.26], [-0.50, 1.70, -1.22], [0.77, 0.29, -3.13]],
  "nbo_charge": [0.55, -0.44, -0.46, -0.65, -0.91, -0.17, 0.21, 0.23, -0.06, 0.22, 0.22, 0.22, 0.21, 0.20, 0.21, 0.21, 0.21],
  "de_lowest_kj_mol": 216.59,
  "homo_energy_ev": -8.8,
  "lumo_energy_ha": 0.043,
  "spin_multiplicity": 1,
  "homo_lumo_gap_ha": 0.367,
  "energy_ev": -14649.0778
}

{
  "formula": "C7H13Cl15",
  "method": "ωB97M-V/def2-TZVPD",
  "elements": ["Cl", "Cl", "Cl", "Cl", "Cl", "Cl", "Cl", "Cl", "Cl", "Cl", "Cl", "Cl", "Cl", "Cl", "Cl", "C", "C", "C", "C", "C", "C", "C", "H", "H", "H", "H", "H", "H", "H", "H", "H", "H", "H", "H", "H"],
  "coordinates": [[1.47, 1.17, -2.76], [-1.98, 4.96, 0.28], [-3.18, 0.89, 4.47], [2.92, 0.07, 2.18], [-1.64, -4.76, -1.91], [0.22, -1.86, 1.04], [-4.92, 1.51, 2.23], [1.88, 2.63, 1.52], [-1.82, 2.80, -1.65], [1.41, -2.80, -2.27], [4.30, -2.39, -1.72], [-1.07, -6.60, 0.31], [-2.33, -1.43, -0.27], [4.05, 1.50, -1.41], [0.23, 0.87, 3.05], [-0.60, -5.10, -0.51], [2.67, -2.19, -1.17], [1.88, 1.38, 2.72], [-0.71, -0.87, -0.08], [3.04, 1.93, -2.78], [-2.82, 4.09, -0.96], [-3.28, 1.21, 2.74], [-2.66, 2.08, 2.54], [-0.17, -0.84, -1.02], [0.40, -5.25, -0.87], [2.46, -1.14, -1.03], [3.57, 1.56, -3.65], [2.91, 3.00, -2.82], [2.32, 1.72, 3.64], [-0.70, -4.29, 0.18], [-3.04, 4.76, -1.77], [-2.90, 0.37, 2.18], [-0.74, 0.11, 0.36], [-3.71, 3.66, -0.55], [2.52, -2.74, -0.26]],
  "nbo_charge": [-0.02, 0.00, -0.02, 0.01, -0.03, -0.04, -0.01, 0.04, -0.04, -0.04, 0.00, -0.04, 0.01, -0.02, 0.02, -0.39, -0.41, -0.30, -0.42, -0.40, -0.41, -0.41, 0.22, 0.23, 0.22, 0.22, 0.22, 0.22, 0.23, 0.23, 0.22, 0.22, 0.22, 0.23, 0.22],
  "de_lowest_kj_mol": 10.73,
  "homo_energy_ev": -10.7,
  "smiles": "ClC(Cl)Cl.ClCCl.ClCCl.ClCCl.ClCCl.ClCCl.ClCCl",
  "lumo_energy_ha": 0.013,
  "spin_multiplicity": 1,
  "homo_lumo_gap_ha": 0.406,
  "energy_ev": -195306.3806
}

{
  "formula": "C21H56O7",
  "method": "ωB97M-V/def2-TZVPD",
  "elements": ["O", "O", "O", "O", "O", "O", "O", "C", "C", "C", "C", "C", "C", "C", "C", "C", "C", "C", "C", "C", "C", "C", "C", "C", "C", "C", "C", "C", "H", "H", "H", "H", "H", "H", "H", "H", "H", "H", "H", "H", "H", "H", "H", "H", "H", "H", "H", "H", "H", "H", "H", "H", "H", "H", "H", "H", "H", "H", "H", "H", "H", "H", "H", "H", "H", "H", "H", "H", "H", "H", "H", "H", "H", "H", "H", "H", "H", "H", "H", "H", "H", "H", "H", "H"],
  "coordinates": [[-11.24, -9.73, 17.14], [-8.95, -8.67, 19.02], [-7.73, -11.14, 17.16], [-2.16, -12.05, 15.82], [-8.34, -17.09, 12.59], [-4.39, -16.37, 18.94], [-7.77, -14.52, 11.29], [-12.41, -9.87, 17.96], [-6.62, -17.21, 18.59], [-9.15, -13.01, 16.56], [-2.34, -13.46, 15.66], [-6.17, -14.82, 19.38], [-8.31, -11.84, 16.03], [-7.10, -17.11, 13.31], [-7.11, -16.06, 14.40], [-7.21, -7.44, 20.21], [-5.73, -15.98, 18.53], [-8.97, -14.38, 9.15], [-6.93, -18.50, 13.86], [-7.11, -16.03, 9.58], [-12.58, -11.35, 18.31], [-8.01, -7.57, 18.92], [-7.15, -12.34, 15.19], [-8.79, -6.30, 18.65], [-12.22, -9.03, 19.22], [-3.72, -13.76, 15.11], [-1.24, -14.03, 14.79], [-7.65, -14.66, 9.86], [-3.89, -14.83, 14.99], [-6.30, -16.88, 12.60], [-9.74, -15.10, 9.41], [-7.19, -15.04, 14.01], [-13.14, -8.91, 19.79], [-9.39, -13.66, 15.72], [-9.40, -6.40, 17.76], [-1.42, -13.78, 13.74], [-8.37, -10.47, 17.43], [-6.89, -17.42, 19.63], [-13.50, -11.56, 18.86], [-5.59, -15.68, 17.49], [-8.41, -16.23, 12.15], [-1.26, -15.12, 14.85], [-7.33, -7.87, 18.11], [-0.27, -13.63, 15.07], [-9.33, -13.37, 9.35], [-4.48, -13.31, 15.75], [-4.39, -16.50, 19.89], [-6.98, -19.27, 13.09], [-10.06, -12.60, 17.00], [-7.50, -17.08, 17.96], [-6.31, -11.65, 15.15], [-7.89, -7.49, 21.06], [-7.78, -16.79, 9.98], [-13.26, -9.56, 17.35], [-3.84, -13.30, 14.13], [-6.12, -16.17, 10.02], [-8.77, -14.42, 8.08], [-6.12, -15.05, 20.45], [-10.48, -9.61, 17.73], [-7.19, -14.52, 19.14], [-7.02, -16.22, 8.51], [-8.52, -13.58, 17.25], [-12.56, -11.94, 17.39], [-11.41, -9.49, 19.77], [-11.95, -8.02, 18.92], [-7.76, -18.71, 14.55], [-7.47, -12.55, 14.16], [-8.06, -13.62, 11.47], [-9.48, -6.18, 19.50], [-6.70, -6.48, 20.22], [-6.06, -18.06, 18.21], [-7.94, -16.21, 15.10], [-6.94, -13.89, 9.50], [-6.02, -18.60, 14.44], [-6.20, -16.05, 15.00], [-6.76, -13.29, 15.58], [-6.44, -8.20, 20.33], [-8.13, -5.45, 18.56], [-8.89, -11.13, 15.44], [-2.19, -11.84, 16.76], [-5.48, -13.99, 19.24], [-9.07, -8.84, 19.96], [-2.24, -13.94, 16.65], [-11.77, -11.66, 18.97]],
  "mulliken_charge": [-0.49, -0.33, -0.52, -0.58, -0.66, -0.59, -0.40, 0.43, -1.36, -0.39, 0.44, -1.29, 0.58, 0.91, -0.58, -1.37, 1.22, -1.35, -1.63, -1.32, -1.27, 0.48, -0.77, -1.30, -1.12, -0.74, -1.42, 0.57, 0.28, 0.10, 0.31, 0.00, 0.43, 0.27, 0.34, 0.34, 0.08, 0.36, 0.43, -0.38, 0.30, 0.35, 0.23, 0.35, 0.38, -0.05, 0.33, 0.39, -0.04, 0.31, 0.46, 0.40, 0.34, 0.33, 0.40, 0.27, 0.38, 0.41, 0.27, 0.28, 0.42, -0.07, 0.29, 0.18, 0.26, 0.36, 0.20, 0.20, 0.26, 0.39, 0.35, 0.29, 0.22, 0.37, 0.08, -0.21, 0.33, 0.42, 0.45, 0.34, 0.35, 0.18, 0.27, 0.24],
  "de_lowest_kj_mol": 91.69,
  "homo_energy_ev": -9.7,
  "smiles": "CC(C)O.CC(C)O.CC(C)O.CC(C)O.CC(C)O.CC(C)O.CC(C)O",
  "lumo_energy_ha": 0.021,
  "spin_multiplicity": 1,
  "homo_lumo_gap_ha": 0.377,
  "energy_ev": -37017.3964
}

{
  "formula": "C10H17NO4",
  "method": "ωB97M-V/def2-TZVPD",
  "elements": ["O", "O", "O", "O", "N", "C", "C", "C", "C", "C", "C", "C", "C", "C", "C", "H", "H", "H", "H", "H", "H", "H", "H", "H", "H", "H", "H", "H", "H", "H", "H", "H"],
  "coordinates": [[1.51, 1.19, -0.67], [-2.32, 1.41, -0.44], [-0.37, -0.29, -4.30], [1.39, 0.70, -3.48], [0.36, -0.01, -3.41], [0.10, 1.18, 1.07], [-2.18, 0.33, 0.25], [1.58, -0.72, -0.50], [-2.80, 0.35, 1.62], [-0.58, -0.07, 0.55], [-2.81, -0.83, -0.57], [2.17, -0.36, 0.79], [3.50, -0.83, 1.22], [0.11, -0.87, -0.59], [1.64, 1.11, 0.72], [3.73, -0.89, 2.27], [-2.68, -1.81, -0.10], [-3.88, -0.58, -0.56], [-0.21, 1.41, 2.11], [-0.01, -1.90, -0.31], [2.31, 1.91, 1.11], [1.71, 1.41, -1.61], [-2.43, -0.89, -1.60], [-2.67, -0.61, 2.19], [3.67, -1.75, 0.70], [-0.28, -0.66, -1.57], [-0.57, -0.70, 1.50], [-2.40, 1.18, 2.24], [4.16, -0.11, 0.84], [-3.88, 0.55, 1.44], [-0.17, 2.04, 0.44], [2.30, -0.88, -1.36]],
  "nbo_charge": [-0.74, -0.26, -0.46, -0.62, 0.22, -0.42, 0.21, 0.22, -0.63, -0.23, -0.59, 0.05, -0.67, -0.52, 0.09, 0.25, 0.22, 0.22, 0.22, 0.25, 0.22, 0.61, 0.25, 0.22, 0.23, 0.29, 0.20, 0.22, 0.23, 0.22, 0.24, 0.27],
  "de_lowest_kj_mol": 994.85,
  "homo_energy_ev": [-6.5, -6.4],
  "lumo_energy_ha": [-0.072, -0.065],
  "spin_multiplicity": 1,
  "homo_lumo_gap_ha": [0.165, 0.169],
  "energy_ev": -20314.3932
}